# 1
Formula: C29H47BrN2OP2Sn
Source: OMol25
Level of theory: the ωB97M-V functional and the def2-TZVPD basis

Summary:
Kohn-Sham gap: 4.7 eV
Relative energy (zero: lowest compared OMol25 entry of this formula, charge and spin): 9.9 kcal/mol
Molar mass: 700.27 Da
Net charge: +2

Each line ends with the Löwdin charge.
Atoms and positions in Å:
C -3.989 -6.312 -0.147  -0.011
C -3.235 -5.596 -1.106  -0.207
C -3.049 -6.244 -2.347  -0.018
C -3.591 -7.520 -2.584  -0.111
N -4.289 -8.121 -1.630  0.061
C -4.512 -7.585 -0.436  -0.110
C -2.667 -4.253 -0.848  0.116
C -2.018 -3.333 -0.335  0.016
C -1.038 -2.665 0.457  -0.274
C -1.345 -1.351 0.864  -0.202
C -0.312 -0.471 1.313  -0.288
C 1.039 -1.093 1.419  -0.674
C 1.297 -2.430 1.159  -0.079
C 0.252 -3.205 0.666  0.048
Sn -0.361 -0.219 -1.110  1.449
P -0.617 2.715 -1.059  0.908
H -2.491 -5.762 -3.130  0.104
H -4.183 -5.884 0.829  0.111
H -3.444 -8.021 -3.561  0.126
H -5.114 -8.151 0.310  0.130
H 0.459 -4.243 0.434  0.147
H -2.366 -1.051 0.774  0.126
H 2.305 -2.776 1.457  0.137
H -0.680 0.450 1.776  0.093
C 0.033 4.477 -0.778  -0.365
C -0.275 5.453 -1.911  -0.134
H 1.120 4.350 -0.596  0.079
H -0.434 4.827 0.161  0.076
H 0.276 6.378 -1.705  0.090
H 0.045 5.048 -2.884  0.077
H -1.349 5.704 -1.921  0.082
C -1.663 2.508 -2.666  -0.400
C -2.897 1.554 -2.546  -0.154
H -0.944 2.183 -3.463  0.073
H -1.962 3.496 -3.031  0.072
H -3.053 1.013 -3.500  0.094
H -2.781 0.827 -1.702  0.007
H -3.804 2.170 -2.385  0.088
C -1.937 2.682 0.288  -0.433
C -2.967 3.823 0.116  -0.121
H -1.405 2.790 1.265  0.072
H -2.432 1.683 0.296  0.053
H -3.783 3.657 0.838  0.089
H -2.523 4.808 0.349  0.078
H -3.401 3.803 -0.902  0.070
Br 2.416 -0.120 2.191  0.967
P 3.485 0.234 -2.368  0.970
C 2.424 1.605 -2.888  -0.473
C 2.825 2.451 -4.111  -0.135
H 2.343 2.219 -1.971  0.047
H 1.443 1.151 -3.103  0.022
H 1.934 2.983 -4.471  0.063
H 3.566 3.238 -3.909  0.083
H 3.177 1.793 -4.914  0.074
C 4.249 0.491 -0.729  -0.467
C 5.774 0.277 -0.663  -0.144
H 3.733 -0.213 -0.056  -0.019
H 3.988 1.530 -0.466  0.072
H 6.131 0.683 0.295  0.074
H 6.028 -0.794 -0.664  0.077
H 6.270 0.805 -1.492  0.074
C 2.584 -1.332 -2.288  -0.499
C 2.586 -2.035 -3.640  -0.155
H 1.491 -1.312 -2.110  -0.077
H 3.027 -1.919 -1.471  0.084
H 2.164 -3.034 -3.505  0.077
H 1.894 -1.527 -4.316  0.076
H 3.589 -2.088 -4.063  0.078
C 0.197 1.583 7.023  -0.029
N 0.470 0.714 5.902  -0.165
C 1.598 -0.184 5.957  -0.051
C -0.259 0.661 4.758  -0.457
C -1.106 1.839 4.329  0.009
O -0.101 -0.401 4.083  -0.065
H 0.681 1.119 7.902  0.104
H -0.895 1.684 7.107  0.094
H 0.605 2.574 6.774  0.101
H 1.366 -1.245 5.780  0.098
H 2.368 0.042 5.191  0.063
H 2.062 -0.047 6.927  0.087
H -0.534 2.528 3.690  0.086
H -1.912 1.499 3.673  0.074
H -1.575 2.434 5.130  0.088

=====

# 2
Formula: C3H8NO
Source: OMol25
Level of theory: the ωB97M-V functional and the def2-TZVPD basis

Summary:
Kohn-Sham gap: 6.7 eV
Relative energy (zero: lowest compared OMol25 entry of this formula, charge and spin): 24.6 kcal/mol
Molar mass: 74.10 Da
Net charge: -1
SMILES string: CNCC[O-]

Each line ends with the Löwdin charge.
Atoms and positions in Å:
C 1.454 -1.036 -0.741  -0.182
N 0.112 -0.490 -0.632  -0.182
C -0.320 -0.080 0.673  -0.298
C -1.455 0.982 0.462  -0.486
O -1.419 1.486 -0.818  -0.394
H 1.791 -0.816 -1.759  0.062
H 1.529 -2.102 -0.536  0.044
H 2.087 -0.544 0.034  0.057
H -0.201 0.327 -1.229  0.077
H 0.463 0.586 1.110  0.073
H -0.304 -0.836 1.489  0.091
H -1.250 1.873 1.189  0.076
H -2.487 0.650 0.759  0.063

=====

# 3
Formula: H4O2Si2
Source: OMol25
Level of theory: the ωB97M-V functional and the def2-TZVPD basis

Summary:
Kohn-Sham gap: 10.2 eV
Relative energy (zero: lowest compared OMol25 entry of this formula, charge and spin): 41.5 kcal/mol
Molar mass: 92.20 Da
Net charge: 0

Each line ends with the Löwdin charge.
Atoms and positions in Å:
O -0.431 -1.010 0.180  -0.429
O 0.362 1.448 -0.097  -0.442
Si -0.972 0.711 0.339  0.332
Si 1.038 -0.703 -0.269  0.669
H -2.095 0.689 -0.554  -0.037
H -1.215 0.761 1.787  -0.024
H 1.973 -0.455 0.776  -0.035
H 1.501 -1.180 -1.558  -0.035

=====

# 4
Formula: CH4N2O3
Source: OMol25
Level of theory: the ωB97M-V functional and the def2-TZVPD basis

Summary:
Kohn-Sham gap: 9.4 eV
Relative energy (zero: lowest compared OMol25 entry of this formula, charge and spin): 94.8 kcal/mol
Molar mass: 92.05 Da
Net charge: 0
SMILES string: NOC[N+](=O)[O-]

Each line ends with the Löwdin charge.
Atoms and positions in Å:
N 1.291 -0.831 -0.574  -0.034
O 0.784 0.343 -0.981  -0.125
C -0.146 0.934 0.269  0.087
N -1.287 -0.034 0.109  -0.393
O -1.050 -1.138 0.537  0.044
O -2.302 0.260 -0.461  0.106
H 0.675 -1.494 -0.108  0.075
H 2.124 -0.749 -0.095  0.058
H 0.357 0.809 1.141  0.091
H -0.446 1.899 0.164  0.091